No. 1
Entry from OMol25: a molecular structure, C7H10FNS in a non-equilibrium geometry (the ωB97M-V functional and the def2-TZVPD basis).

```
20
Properties=species:S:1:pos:R:3:forces:R:3
C 0.328 1.364 0.112 0.37 -2.97 -0.36
C -0.343 -0.887 0.147 -1.30 -4.50 -0.73
C -0.866 0.458 0.159 2.66 1.59 1.40
C 1.535 0.799 0.053 -0.67 1.40 0.55
C -3.082 -0.043 -0.686 -0.46 0.66 1.68
C -2.057 0.852 -0.512 -3.43 -1.95 -2.02
C -0.867 -0.399 1.423 -0.24 0.21 1.13
N 3.744 -0.709 -0.576 -1.21 -2.59 -0.22
F 2.679 1.497 0.051 -0.80 -0.14 0.13
S 1.582 -0.988 -0.005 1.28 0.23 0.87
H 0.117 2.349 0.023 0.02 3.17 -0.03
H -0.973 -1.755 -0.389 1.69 2.01 0.95
H -4.079 0.099 -1.173 1.37 0.41 0.06
H -3.148 -0.928 0.003 0.47 0.60 -0.92
H -2.049 1.738 -1.121 0.03 0.44 0.06
H -1.850 -0.603 1.850 0.21 -0.44 -0.47
H -0.108 -0.259 2.200 -0.22 0.53 -0.21
H 3.955 0.047 0.062 0.93 -0.65 0.29
H 4.269 -1.659 -0.395 -1.27 2.72 0.15
H 1.215 -0.972 -1.225 0.55 -0.72 -2.31
```
Forces are in eV/Å.

Values from the calculation:
Relative energy (zero: lowest compared OMol25 entry of this formula, charge and spin) ... 94.5 kcal/mol
Highest occupied orbital energy (alpha / beta) ... -7.28 / -7.28 eV
LUMO energy (alpha / beta) ... 0.60 / 0.60 eV
Spin multiplicity ... 1

Atom charges from the Mulliken analysis, given in e for atoms 1 to 5:
1. C -0.896
2. C -0.340
3. C 1.447
4. C 0.188
5. C -0.858



No. 2
Entry from OMol25: a molecular structure, C7H10N2 in a non-equilibrium geometry (the ωB97M-V functional and the def2-TZVPD basis).

```
19
Properties=species:S:1:pos:R:3:forces:R:3
C -2.938 0.431 0.325 0.24 -1.01 0.64
C -1.416 -0.115 -0.126 -0.60 9.01 0.57
C -0.969 -1.312 -0.176 0.47 -4.54 0.03
C 0.365 -1.737 -0.228 0.62 -0.63 0.43
C 1.252 -0.730 0.090 -1.22 -3.94 -1.22
C 0.996 0.572 0.024 -2.50 5.21 -1.61
C -0.324 0.897 -0.254 -2.84 2.96 -2.02
H -2.925 0.524 1.564 0.24 1.06 -3.38
H -3.496 1.268 -0.412 2.03 -1.92 2.51
H -3.677 -0.412 0.374 0.77 0.27 -0.89
H -1.829 -1.860 -0.022 -1.14 -3.01 -0.12
H 0.833 -2.776 -0.355 -1.45 1.51 0.39
H 3.168 -1.497 -0.144 -0.74 -0.54 -0.03
H 2.949 0.013 0.553 -0.31 -2.14 -0.04
H 1.533 2.443 0.112 2.17 -1.86 0.55
H 2.569 1.687 -0.808 0.61 -0.58 -1.31
H -0.764 2.013 -0.972 1.81 -3.09 2.98
N 2.498 -0.940 0.367 7.05 0.71 1.74
N 2.174 1.533 0.089 -5.23 2.52 0.77
```
Forces are in eV/Å.

Values from the calculation:
Relative energy (zero: lowest compared OMol25 entry of this formula, charge and spin) ... 123.5 kcal/mol
Highest occupied orbital energy ... -7.58 eV
LUMO energy ... 0.96 eV
Spin multiplicity ... 1

Atom charges from the Mulliken analysis, given in e for atoms 1 to 5:
1. C -1.115
2. C 0.057
3. C -0.172
4. C -1.000
5. C 0.197



No. 3
Entry from OMol25: a single C7H10N2 molecule in a non-equilibrium geometry (the ωB97M-V functional and the def2-TZVPD basis).

```
19
Properties=species:S:1:pos:R:3:forces:R:3
H 2.080 0.847 -1.014 -2.31 2.71 -0.06
N 1.174 1.531 -0.966 2.68 -1.82 -1.42
C 0.452 0.990 -0.108 -1.75 1.85 2.36
C 0.994 -0.061 0.833 1.22 1.09 -0.70
C 1.619 -1.173 0.008 -2.54 -2.86 0.55
C 0.471 -2.124 -0.559 2.72 1.72 0.77
C -0.322 -2.735 -1.215 -2.33 -0.43 -1.49
N -0.926 1.578 0.112 1.26 -0.74 -1.24
C -1.729 1.302 1.348 1.55 1.66 0.06
C -1.806 0.415 0.162 1.42 -2.40 -0.59
H 0.316 -0.283 1.598 -1.27 -1.25 0.69
H 1.782 0.419 1.427 0.19 0.15 -0.41
H 2.297 -1.758 0.657 -0.17 0.18 -0.75
H 2.090 -0.769 -0.880 0.42 -0.31 0.12
H -1.194 -3.057 -1.864 1.84 0.28 1.40
H -1.068 1.244 2.230 -0.63 -1.26 -0.27
H -2.383 2.179 1.538 -0.08 -1.02 -0.57
H -2.554 0.308 -0.622 -0.58 0.67 0.64
H -1.182 -0.581 0.091 -1.65 1.78 0.90
```
Forces are in eV/Å.

Values from the calculation:
Relative energy (zero: lowest compared OMol25 entry of this formula, charge and spin) ... 132.9 kcal/mol
Highest occupied orbital energy ... -9.34 eV
LUMO energy ... 0.81 eV
Spin multiplicity ... 1
SMILES ... [H]/N=C(\CCC#C)N1CC1

Atom charges from the Mulliken analysis, given in e for atoms 1 to 5:
1. H 0.322
2. N -0.686
3. C 0.498
4. C -0.989
5. C -0.207



No. 4
Entry from OMol25: a single C7H10N2 molecule in a non-equilibrium geometry (the ωB97M-V functional and the def2-TZVPD basis).

```
19
Properties=species:S:1:pos:R:3:forces:R:3
C 1.384 0.069 -0.229 1.40 -1.32 -0.40
C 0.780 -0.115 1.165 -0.61 3.18 2.69
C -0.005 0.534 0.066 -0.49 -0.83 -0.07
C 1.686 -1.402 0.166 -0.91 -1.37 -0.52
C -0.484 1.945 -0.054 -1.46 -3.95 1.09
C -1.350 0.773 -0.592 0.24 0.21 1.20
C -2.745 0.261 -0.156 -0.01 -0.79 0.06
N 0.941 -1.569 1.247 1.25 0.91 -2.12
N 2.526 -2.378 -0.363 -1.35 2.33 -0.03
H 2.105 0.775 -0.643 0.03 -0.29 0.52
H 1.150 0.481 2.071 -0.71 -0.77 -1.47
H -0.871 2.268 0.834 -0.63 1.40 2.25
H -0.155 2.628 -0.719 1.29 1.96 -2.05
H -1.263 0.843 -1.634 0.05 -0.48 -1.50
H -2.758 -0.283 0.820 0.40 0.25 -0.79
H -3.044 -0.461 -0.969 0.12 0.55 1.02
H -3.590 0.974 -0.046 0.86 0.13 -0.41
H 2.966 -2.258 -1.263 0.05 -0.22 0.46
H 2.726 -3.085 0.298 0.47 -0.89 0.07
```
Forces are in eV/Å.

Values from the calculation:
Relative energy (zero: lowest compared OMol25 entry of this formula, charge and spin) ... 110.8 kcal/mol
Highest occupied orbital energy ... -8.21 eV
LUMO energy ... 1.04 eV
Spin multiplicity ... 1

Atom charges from the Mulliken analysis, given in e for atoms 1 to 5:
1. C -0.724
2. C 0.255
3. C 0.372
4. C 0.278
5. C -1.115



No. 5
Entry from OMol25: a single C7H10N2O molecule in a non-equilibrium geometry (the ωB97M-V functional and the def2-TZVPD basis).

```
20
Properties=species:S:1:pos:R:3:forces:R:3
C -0.633 -2.226 0.497 -1.56 1.07 -0.76
C -0.937 -1.086 -0.133 0.28 0.15 0.25
C -1.008 -1.071 -1.635 -4.10 -1.79 1.29
C -1.118 0.294 0.558 0.97 -2.47 -0.85
O -2.118 1.094 0.016 1.24 0.50 -2.33
C 0.270 0.859 0.547 1.55 -0.08 -0.17
N 0.483 2.114 0.500 -0.37 2.63 0.75
C 1.835 2.383 0.684 -0.92 -0.49 -1.76
C 2.471 1.194 0.721 0.36 -0.67 -0.99
N 1.515 0.195 0.528 -0.14 -1.27 1.62
H -0.720 -2.446 1.525 0.22 0.31 1.18
H -0.820 -3.041 -0.137 0.74 -1.51 -0.66
H -2.074 -0.742 -1.830 0.98 -0.05 -0.15
H -1.015 -2.101 -2.052 0.74 0.83 0.10
H -0.393 -0.363 -2.047 1.82 1.38 -1.35
H -1.457 0.078 1.533 -0.07 -0.11 1.46
H -1.750 1.328 -0.892 -1.05 0.08 1.55
H 2.249 3.327 0.336 -0.09 -0.07 0.87
H 3.524 1.041 0.540 -0.04 -0.39 0.45
H 1.694 -0.828 0.742 -0.58 1.95 -0.50
```
Forces are in eV/Å.

Values from the calculation:
Relative energy (zero: lowest compared OMol25 entry of this formula, charge and spin) ... 58.2 kcal/mol
Highest occupied orbital energy ... -8.89 eV
LUMO energy ... 0.78 eV
Spin multiplicity ... 1
SMILES ... C=C(C)[C@H](O)c1ncc[nH]1

Atom charges from the Mulliken analysis, given in e for atoms 1 to 5:
1. C -1.144
2. C 0.802
3. C -1.485
4. C 0.066
5. O -0.541



No. 6
Entry from OMol25: 2 unconnected molecules or ions with the total composition C7H10N2O2 in a non-equilibrium geometry (the ωB97M-V functional and the def2-TZVPD basis).

```
21
Properties=species:S:1:pos:R:3:forces:R:3
C 3.424 -0.842 0.095 -0.50 -1.47 1.52
C -1.223 0.454 -0.306 0.05 -2.47 0.78
C 1.102 0.324 0.140 -0.89 0.59 1.03
C 2.245 -0.338 0.226 -1.13 0.58 -0.27
C -2.460 -0.107 -0.358 -1.29 -0.50 0.37
C -3.606 0.711 -0.875 -0.42 -0.20 3.09
C -2.648 -1.513 0.095 0.81 -0.06 2.70
N -0.136 -0.240 -0.078 1.10 -1.12 -0.21
N 4.980 0.862 0.871 1.35 1.98 0.98
O 4.890 1.385 2.047 0.27 -0.51 -2.23
O 5.361 1.617 -0.082 -0.49 -0.63 1.57
H 3.939 -0.834 -0.798 1.06 0.30 -2.03
H 3.972 -1.384 0.865 -0.37 0.15 0.21
H -1.256 1.477 -0.314 0.53 3.31 -0.51
H 1.057 1.378 0.522 0.51 -0.36 -0.48
H -4.620 0.373 -0.445 1.21 0.82 -0.50
H -3.372 1.775 -0.727 -0.46 0.17 0.69
H -3.645 0.713 -1.893 -0.68 -0.62 -3.28
H -2.757 -1.764 1.281 0.27 1.25 -1.59
H -1.713 -2.039 -0.065 -0.04 -0.52 -0.58
H -3.532 -2.009 -0.201 -0.90 -0.71 -1.25
```
Forces are in eV/Å.

Values from the calculation:
Relative energy (zero: lowest compared OMol25 entry of this formula, charge and spin) ... 10.9 kcal/mol
Net charge ... -2
Highest occupied orbital energy ... 1.14 eV
LUMO energy ... 5.80 eV
Spin multiplicity ... 1

Atom charges from the Mulliken analysis, given in e for atoms 1 to 5:
1. C -0.779
2. C -0.568
3. C -0.253
4. C 0.210
5. C 0.690



No. 7
Entry from OMol25: a single C7H10N2O2 molecule in a non-equilibrium geometry (the ωB97M-V functional and the def2-TZVPD basis).

```
21
Properties=species:S:1:pos:R:3:forces:R:3
C 2.159 1.316 -0.273 0.10 0.03 -0.06
N 1.063 0.829 0.541 -0.11 -0.01 0.22
C 0.253 -0.223 0.110 0.82 -0.84 0.36
N 1.433 -1.596 -0.188 -1.50 1.29 0.35
O 1.830 -1.743 -1.314 0.38 -0.33 -0.15
O 1.798 -2.171 0.809 0.59 -0.39 -0.06
C -0.396 -0.085 -1.196 -0.32 0.02 -0.45
C -1.558 -0.696 -1.463 0.57 0.51 -0.06
C -2.267 -1.450 -0.462 -0.16 -0.37 0.55
C -1.826 -1.492 0.797 -0.03 0.05 -0.16
C -0.592 -0.779 1.235 -0.01 -0.03 0.03
H 3.049 0.679 -0.210 -0.04 -0.05 -0.05
H 1.859 1.374 -1.314 0.04 0.06 -0.02
H 2.421 2.316 0.071 0.05 0.01 -0.08
H 1.354 0.711 1.505 -0.16 -0.04 -0.08
H 0.107 0.487 -1.957 0.03 0.04 -0.10
H -2.006 -0.605 -2.440 0.03 0.05 -0.14
H -3.175 -1.953 -0.753 -0.11 -0.10 0.05
H -2.370 -2.009 1.571 -0.14 -0.14 0.02
H -0.877 0.037 1.909 0.03 0.03 -0.07
H 0.035 -1.462 1.825 -0.05 0.19 -0.10
```
Forces are in eV/Å.

Values from the calculation:
Relative energy (zero: lowest compared OMol25 entry of this formula, charge and spin) ... 102.9 kcal/mol
Highest occupied orbital energy ... -8.77 eV
LUMO energy ... 0.36 eV
Spin multiplicity ... 1
SMILES ... CN[C@]1([N+](=O)[O-])C=CC=CC1

Atom charges from the Mulliken analysis, given in e for atoms 1 to 5:
1. C -0.914
2. N -0.330
3. C 1.108
4. N 0.860
5. O -0.584



No. 8
Entry from OMol25: a single C7H10N2O2 molecule in a non-equilibrium geometry (the ωB97M-V functional and the def2-TZVPD basis).

```
21
Properties=species:S:1:pos:R:3:forces:R:3
C -1.309 -2.003 -1.034 2.82 -0.99 -2.89
C -0.304 -0.926 -0.586 -0.64 -0.78 -0.19
C 0.995 -0.932 -1.285 -2.53 -1.50 -4.39
C -0.367 -0.559 0.843 -2.61 -0.85 -1.26
C -0.825 0.433 -0.148 2.23 -0.56 -0.79
N -0.019 1.586 -0.354 -0.43 0.93 -2.63
C 0.743 2.241 0.493 1.12 1.73 1.84
O 1.287 3.304 0.282 -0.08 0.00 -0.60
N 0.943 1.635 1.740 -0.21 -0.11 2.54
C 0.977 1.793 2.947 0.84 -0.13 -1.51
O 1.145 1.794 4.103 -0.50 0.13 -0.56
H -0.754 -3.043 -0.998 -0.91 1.96 -0.26
H -1.672 -1.855 -2.146 0.43 -0.26 2.34
H -2.040 -2.114 -0.314 -2.14 0.03 1.03
H 1.205 -1.947 -1.705 0.10 0.62 0.69
H 1.725 -0.620 -0.679 3.12 1.34 1.86
H 0.867 -0.315 -2.231 0.63 -0.35 1.12
H 0.437 -0.210 1.338 2.48 0.02 1.69
H -1.197 -0.967 1.359 -0.24 -0.53 0.97
H -1.801 0.539 -0.387 -3.12 0.72 -0.16
H -0.035 2.164 -1.238 -0.35 -1.42 1.18
```
Forces are in eV/Å.

Values from the calculation:
Relative energy (zero: lowest compared OMol25 entry of this formula, charge and spin) ... 53.0 kcal/mol
Highest occupied orbital energy ... -9.46 eV
LUMO energy ... 0.62 eV
Spin multiplicity ... 1
SMILES ... CC1(C)C[C@H]1NC(=O)N=C=O

Atom charges from the Mulliken analysis, given in e for atoms 1 to 5:
1. C -1.489
2. C 1.673
3. C -1.726
4. C -1.376
5. C -0.298



No. 9
Entry from OMol25: a single C7H10N2O2 molecule in a non-equilibrium geometry (the ωB97M-V functional and the def2-TZVPD basis).

```
21
Properties=species:S:1:pos:R:3:forces:R:3
C -0.584 -2.738 0.776 0.24 -0.51 -0.53
C 0.128 -1.921 1.490 1.29 1.43 -0.94
C -1.165 -0.886 -0.646 0.77 1.75 -0.01
C -0.291 -0.070 -0.016 1.13 -1.18 -1.42
C -1.314 -2.341 -0.450 -2.34 1.02 3.63
C 0.631 -0.590 1.053 -2.47 1.24 1.20
C 1.015 3.292 -0.908 -0.87 1.27 2.24
N -0.189 1.299 -0.416 -1.63 -1.66 0.89
N 1.105 1.928 -0.581 -0.18 -0.02 -0.70
O -1.231 2.002 -0.603 0.80 -0.36 -0.17
O 2.180 1.346 -0.340 -0.21 -0.52 0.17
H -0.611 -3.717 1.157 -0.79 -1.32 0.25
H 0.495 -2.175 2.420 0.80 -1.06 1.81
H -1.694 -0.391 -1.424 -0.77 0.11 -0.59
H -1.089 -2.840 -1.307 0.73 -1.70 -2.46
H -2.393 -2.628 -0.144 1.17 0.62 -1.02
H 0.317 0.087 1.860 0.65 0.14 0.48
H 1.703 -0.506 0.998 0.20 -0.09 -0.63
H -0.025 3.510 -1.179 0.45 0.29 0.61
H 1.585 3.514 -1.731 1.72 0.37 -1.93
H 1.430 3.824 -0.008 -0.70 0.18 -0.90
```
Forces are in eV/Å.

Values from the calculation:
Expectation value of S² ... 2.016
Relative energy (zero: lowest compared OMol25 entry of this formula, charge and spin) ... 53.3 kcal/mol
Highest occupied orbital energy (alpha / beta) ... -7.18 / -9.13 eV
LUMO energy (alpha / beta) ... 0.96 / -0.90 eV
Spin multiplicity ... 3

Atom charges from the Mulliken analysis, given in e for atoms 1 to 5:
1. C -0.548
2. C -0.568
3. C -0.640
4. C 0.202
5. C -0.477



No. 10
Entry from OMol25: 2 unconnected molecules or ions with the total composition C7H10N2O3S in a non-equilibrium geometry (the ωB97M-V functional and the def2-TZVPD basis).

```
23
Properties=species:S:1:pos:R:3:forces:R:3
C -3.363 -0.118 -0.950 -0.57 3.30 -0.06
O -2.412 -1.073 -0.681 3.28 -1.13 0.21
C -1.619 -0.999 0.420 -1.37 -0.03 -1.14
N -0.436 -1.526 0.487 1.10 -1.49 0.39
O 0.421 -1.965 -0.314 -1.18 0.18 -0.93
O -0.027 -1.648 1.817 0.32 0.47 2.98
H -3.866 0.216 -0.014 -0.10 -0.44 -0.41
H -4.003 -0.667 -1.613 -0.81 0.34 -0.30
H -3.005 0.928 -1.403 -0.31 -2.64 0.66
H -2.128 -0.550 1.252 0.48 -0.25 0.75
H 0.500 -2.463 2.120 -1.21 1.25 -2.21
H -1.059 1.887 0.624 0.66 -0.36 -0.62
N -1.074 1.649 -0.384 0.04 0.97 0.63
C 0.017 1.340 -0.963 -0.21 -0.27 3.29
C 1.344 0.986 -0.443 0.43 1.09 -0.56
C 1.911 0.840 0.796 -3.25 0.25 0.61
C 3.195 0.353 0.777 0.55 0.26 -0.43
C 3.705 0.231 -0.475 -0.45 -0.34 -1.38
S 2.527 0.716 -1.663 0.64 -0.74 0.78
H -0.113 1.091 -1.944 -0.10 -0.40 -2.95
H 1.275 0.903 1.707 0.75 0.10 -0.67
H 3.643 0.180 1.705 1.17 -0.64 0.96
H 4.566 -0.310 -0.858 0.14 0.51 0.40
```
Forces are in eV/Å.

Values from the calculation:
Relative energy (zero: lowest compared OMol25 entry of this formula, charge and spin) ... 139.3 kcal/mol
Highest occupied orbital energy ... -8.22 eV
LUMO energy ... 0.28 eV
Spin multiplicity ... 1
SMILES ... CO/C=[N+](\[O-])O.[H]/N=C\c1cccs1

Atom charges from the Mulliken analysis, given in e for atoms 1 to 5:
1. C -0.600
2. O -0.331
3. C -0.320
4. N 0.837
5. O -0.707